No. 1
Formula: C27H39FeN2O5P2Si
Source: the Open Molecules 2025 dataset
Level of theory: the ωB97M-V functional and the def2-TZVPD basis

Cartesian coordinates (Å):
Fe: 0.5307 -0.9913 0.6418
O: 5.6448 -4.2217 0.2675
C: 4.6089 -3.6179 0.3496
C: 3.5914 -3.4022 -0.7754
O: 3.6773 -3.8226 -1.9078
C: 2.5456 -2.5737 -0.1750
C: 2.8380 -2.2622 1.1451
O: 2.0499 -1.4835 1.8225
C: 4.0798 -2.8916 1.5894
O: 4.6039 -2.8616 2.6819
O: 1.4828 -2.0858 -0.7319
C: 3.2473 0.6481 -0.8231
P: 1.7291 0.9331 0.1179
C: 0.7610 1.9714 -0.9948
N: 1.3537 2.9943 -1.6324
C: 0.5281 3.6696 -2.5089
C: 1.0335 4.7764 -3.2049
C: 0.2468 5.4860 -4.0936
C: -1.0772 5.1018 -4.3123
C: -1.5988 4.0109 -3.6402
C: -0.8213 3.2771 -2.7350
N: -1.3791 2.1887 -2.0924
C: -0.5514 1.5845 -1.2256
P: -1.1959 0.1201 -0.3916
C: -1.5809 -0.9384 -1.8199
C: -2.8021 0.6686 0.4038
C: -2.6911 2.1353 0.8318
C: -3.0702 -0.1698 1.6565
C: -3.9541 0.5253 -0.5915
C: 2.2424 1.9458 1.5972
C: 3.5171 1.3529 2.2108
C: 2.4849 3.4063 1.2206
C: 1.1087 1.8581 2.6223
H: 3.6300 1.6193 -1.1373
H: 2.9914 0.0566 -1.7017
H: 3.9832 0.1039 -0.2354
H: 2.0647 5.0544 -3.0210
H: 0.6599 6.3378 -4.6200
H: -1.6960 5.6537 -5.0092
H: -2.6223 3.6913 -3.7989
H: -2.1379 -1.8276 -1.5470
H: -0.6231 -1.2490 -2.2415
H: -2.1226 -0.3338 -2.5463
H: -1.8326 2.3086 1.4793
H: -3.5914 2.3898 1.3997
H: -2.6135 2.7998 -0.0265
H: -2.2908 -0.0210 2.4069
H: -3.1256 -1.2334 1.4376
H: -4.0238 0.1397 2.0958
H: -3.7567 1.0948 -1.5002
H: -4.8616 0.9232 -0.1252
H: -4.1468 -0.5151 -0.8556
H: 4.3774 1.4910 1.5535
H: 3.4158 0.2919 2.4354
H: 3.7297 1.8832 3.1445
H: 3.1975 3.5094 0.4022
H: 2.8875 3.9261 2.0968
H: 1.5672 3.9044 0.9088
H: 0.9124 0.8241 2.9212
H: 0.1896 2.2921 2.2277
H: 1.3823 2.4136 3.5244
C: -0.9234 -4.5468 -0.6265
Si: -1.7184 -3.8009 0.8838
C: -3.5362 -3.4906 0.5123
C: -1.7759 -5.0881 2.2450
C: -0.6289 -2.4308 1.4972
H: -1.5370 -5.3410 -1.0604
H: 0.0513 -4.9708 -0.3669
H: -0.7387 -3.7875 -1.3911
H: -3.9288 -4.4247 0.0972
H: -3.7490 -2.7028 -0.2078
H: -4.1053 -3.2740 1.4204
H: -2.3771 -5.9532 1.9469
H: -2.2182 -4.6654 3.1523
H: -0.7730 -5.4420 2.4979
H: 0.2607 -2.9845 1.8265
H: -1.0299 -1.9575 2.4028

Output
Highest occupied orbital energy (spin up / spin down): -3.31 / -5.17 eV
Orbital gap (spin up / spin down): 5.22 / 7.14 eV
⟨S²⟩: 6.13
Energy above the lowest of the compared OMol25 structures with the same formula, charge and spin: 0.0 kcal/mol
Net charge: -1
2S+1: 5

***

No. 2
Formula: C2H2ClN2O2
Source: the Open Molecules 2025 dataset
Level of theory: the ωB97M-V functional and the def2-TZVPD basis

Cartesian coordinates (Å):
O: -1.1848 -1.6549 -2.6940
C: -0.5690 -1.2386 -1.8203
C: 0.1045 -0.7410 -0.8406
O: -0.2374 0.5373 -0.5061
N: -0.1163 0.9962 0.6982
N: 0.6854 0.4203 1.4900
Cl: 0.9538 1.1646 2.9437
H: 0.9389 -1.3160 -0.2765
H: -0.5751 1.8320 1.0056

Output
Highest occupied orbital energy (spin up / spin down): -14.15 / -14.15 eV
SMILES: O=C=CO/[NH+]=N/Cl
Orbital gap (spin up / spin down): 7.49 / 7.49 eV
Energy above the lowest of the compared OMol25 structures with the same formula, charge and spin: 65.1 kcal/mol
Net charge: +1
2S+1: 1

***

No. 3
Formula: C36H40CeN9O2S2
Source: the Open Molecules 2025 dataset
Level of theory: the ωB97M-V functional and the def2-TZVPD basis

Cartesian coordinates (Å):
Ce: 0.0497 -0.0072 -0.2191
S: -0.9628 0.3483 7.2886
C: -2.6290 0.4209 7.5973
C: -3.3718 0.3558 6.4530
C: -2.5583 0.2474 5.3051
C: -1.2125 0.2304 5.5926
C: -0.0991 0.1309 4.6561
C: -0.3452 0.1774 3.2665
N: 0.5910 0.0947 2.3381
C: 1.8936 -0.0232 2.7229
C: 2.2468 -0.0566 4.0744
C: 3.6373 -0.1223 4.4448
C: 4.5980 -0.1372 3.5047
C: 4.2535 -0.1265 2.1045
C: 5.2220 -0.1282 1.1022
C: 4.8658 -0.1329 -0.2425
C: 3.4809 -0.1923 -0.5169
N: 2.5370 -0.1643 0.4095
C: 2.9044 -0.1042 1.7252
C: 5.8281 -0.1096 -1.3219
C: 5.5863 0.0330 -2.6874
C: 6.7513 0.0192 -3.4564
C: 7.8812 -0.1366 -2.6769
S: 7.5221 -0.2572 -1.0307
C: 1.2270 0.0151 5.0313
H: -2.9829 0.5095 8.6141
H: -4.4517 0.3828 6.4406
H: -2.9659 0.1755 4.3039
H: -1.3582 0.3251 2.9179
H: 3.8910 -0.1383 5.4973
H: 5.6449 -0.1616 3.7799
H: 6.2678 -0.1113 1.3928
H: 3.1458 -0.2409 -1.5428
H: 4.5996 0.1654 -3.1127
H: 6.7834 0.1213 -4.5314
H: 8.9091 -0.1853 -3.0092
H: 1.4984 -0.0125 6.0816
C: -4.6157 -3.0396 -0.3481
N: -3.2627 -3.3032 -0.8425
C: -3.0519 -4.5599 -1.5849
C: -1.5923 -4.4697 -1.9993
N: -1.0821 -3.4893 -1.0368
C: 0.2936 -3.0956 -1.0844
C: -2.0952 -2.7153 -0.5647
N: -1.8128 -1.5659 0.0654
C: -2.8750 -0.7021 0.6130
C: -3.0397 0.5974 -0.1586
N: -1.8465 1.4611 -0.0201
C: -1.9135 2.7700 -0.3128
N: -0.8740 3.5854 -0.0085
C: 0.4523 3.1172 0.3216
C: -1.0435 4.8934 -0.6525
C: -2.5440 4.9135 -0.8849
N: -2.8736 3.4777 -0.9236
C: -4.2709 3.1256 -1.2047
H: -5.2263 -3.8920 -0.6323
H: -5.0587 -2.1553 -0.8037
H: -4.6503 -2.9733 0.7366
H: -3.7247 -4.6074 -2.4365
H: -3.2484 -5.4068 -0.9273
H: -1.4849 -4.0910 -3.0179
H: -1.0657 -5.4160 -1.9064
H: 0.9057 -3.9821 -1.2392
H: 0.6145 -2.6870 -0.1225
H: 0.5116 -2.4008 -1.9053
H: -2.6465 -0.4772 1.6552
H: -3.8461 -1.1696 0.6140
H: -3.9223 1.0917 0.2412
H: -3.2238 0.3484 -1.2062
H: 0.4269 2.4410 1.1794
H: 1.0480 3.9754 0.6235
H: 0.9664 2.6724 -0.5380
H: -0.4826 4.9351 -1.5894
H: -0.7039 5.6942 -0.0010
H: -2.8230 5.3853 -1.8225
H: -3.0876 5.3961 -0.0713
H: -4.6563 3.8727 -1.8936
H: -4.8815 3.1513 -0.3019
H: -4.3592 2.1628 -1.6921
O: -2.2891 -1.4207 -3.4955
C: -1.3532 -0.6880 -3.6116
C: -0.7682 -0.0807 -4.8790
C: 0.4632 0.7151 -4.4159
C: 0.4300 0.5194 -2.9306
O: 1.2371 0.9998 -2.0587
N: -0.5675 -0.2464 -2.5053
H: -1.5289 0.5381 -5.3544
H: -0.5323 -0.8837 -5.5750
H: 0.4309 1.7802 -4.6495
H: 1.4081 0.3368 -4.8100

Output
Highest occupied orbital energy: -14.43 eV
Orbital gap: 3.79 eV
Energy above the lowest of the compared OMol25 structures with the same formula, charge and spin: 4.9 kcal/mol
Net charge: +3
2S+1: 1

***

No. 4
Formula: C47H41Cl5I2N4O4PbS2
Source: the Open Molecules 2025 dataset
Level of theory: the ωB97M-V functional and the def2-TZVPD basis

Cartesian coordinates (Å):
Pb: -0.7757 -0.5782 0.7427
C: -1.6612 3.1485 0.8341
N: -2.0289 2.0344 1.7178
C: -3.1769 2.0364 2.3115
C: -3.5815 1.0196 3.2577
C: -4.8609 0.8927 3.8106
C: -4.7961 -0.0900 4.8509
C: -3.5109 -0.5731 4.8751
N: -2.7622 0.1019 3.8747
C: -2.7230 3.8367 0.0039
C: -3.6745 3.0574 -0.6676
C: -4.8143 3.7012 -1.2283
C: -5.0332 5.0844 -1.1402
C: -3.9353 5.8462 -0.7448
C: -2.8029 5.1981 -0.1647
H: -0.9712 2.6773 0.1096
H: -1.0727 3.9151 1.4401
H: -3.9929 2.7179 2.0054
H: -5.6587 1.5490 3.4868
H: -5.6424 -0.4603 5.3474
H: -3.1029 -1.3763 5.4313
H: -3.5480 1.9890 -0.8074
H: -5.5334 3.0112 -1.7260
H: -6.0400 5.5784 -1.2704
H: -3.9523 6.9405 -0.8912
H: -1.9401 5.8180 0.0210
Cl: -1.9472 -5.6393 1.8669
C: -2.9979 -4.6257 0.8440
Cl: -3.1488 -5.3055 -0.8188
C: -2.5002 -3.1508 0.7684
O: -3.0768 -2.3865 1.5151
O: -1.5081 -2.9301 -0.0043
H: -3.9722 -4.6479 1.3275
I: 1.7603 0.2739 -0.3414
I: 5.3199 4.0688 -0.4434
C: 2.4287 -4.9491 0.6428
S: 2.1905 -3.1815 0.4142
C: 1.6075 -3.1326 -1.3177
O: 1.0425 -2.7374 1.3328
H: 3.0663 -5.4431 -0.0662
H: 1.4658 -5.4873 0.6259
H: 2.8318 -5.1069 1.6411
H: 2.0258 -3.9688 -1.8817
H: 1.8806 -2.2105 -1.8149
H: 0.5519 -3.3244 -1.3082
Cl: 0.5049 6.3528 -2.1145
C: 0.7560 5.0124 -3.1711
C: 1.6312 3.9473 -2.8333
C: 1.6870 2.7656 -3.5219
C: 0.8242 2.5450 -4.6408
C: 0.7653 1.2620 -5.3750
C: -0.7144 0.5543 -5.3153
N: -1.0312 -0.0606 -3.9935
C: -1.9541 -1.0425 -3.8144
C: -2.0418 -1.2647 -2.4903
N: -1.2191 -0.3748 -1.7980
C: -0.6488 0.2919 -2.7367
O: 1.7802 0.3646 -4.8323
C: 2.8965 0.2341 -5.6859
C: 3.4379 -1.2050 -5.6860
C: 2.7559 -2.3238 -6.1264
Cl: 1.1587 -2.3905 -6.7786
S: 3.6592 -3.7925 -5.9671
C: 4.9316 -2.9206 -5.1663
C: 4.7293 -1.5774 -5.1726
C: 0.0425 3.6529 -5.0983
Cl: -0.7988 3.6796 -6.6029
C: 0.0179 4.8655 -4.3587
H: 2.2676 4.0448 -1.9269
H: 2.3434 1.9535 -3.1554
H: 0.7784 1.4802 -6.4896
H: -0.8488 -0.2577 -6.0940
H: -1.4427 1.3831 -5.5013
H: -2.6342 -1.4299 -4.5818
H: -2.5573 -2.0767 -2.0078
H: 0.0069 1.1402 -2.6104
H: 3.7151 0.8604 -5.3664
H: 2.6467 0.3964 -6.7332
H: 5.7506 -3.4554 -4.7380
H: 5.4463 -0.8311 -4.8633
H: -0.6924 5.6817 -4.6658
C: -1.4398 -0.1164 3.5578
C: -0.4926 -0.8878 3.8963
C: 0.8047 -1.1497 4.3077
C: 1.7092 -0.0060 4.5056
C: 1.3569 1.2653 3.9481
C: 2.0774 2.3780 4.3283
C: 3.0906 2.2451 5.3076
C: 3.4563 1.0515 5.8829
C: 2.7799 -0.0998 5.4122
C: 1.2265 -2.4925 4.6987
C: 2.5637 -2.8942 4.3691
C: 3.0787 -4.0683 4.8581
C: 2.1943 -4.9281 5.5877
C: 0.8766 -4.6110 5.7984
C: 0.3812 -3.3911 5.3298
H: 0.4737 1.3590 3.3347
H: 1.8519 3.3977 3.9560
H: 3.7191 3.1385 5.4947
H: 4.2743 0.9610 6.6188
H: 3.0981 -1.1048 5.8003
H: 3.1984 -2.1957 3.8528
H: 4.1080 -4.3184 4.6938
H: 2.5782 -5.8245 6.1062
H: 0.2987 -5.2554 6.4329
H: -0.6419 -3.1084 5.4729

Output
Highest occupied orbital energy (spin up / spin down): -7.91 / -6.96 eV
Orbital gap (spin up / spin down): 6.67 / 3.74 eV
Energy above the lowest of the compared OMol25 structures with the same formula, charge and spin: 64.3 kcal/mol
Net charge: 0
2S+1: 1